1.
25
Properties=species:S:1:pos:R:3:mulliken_charge:R:1 method="wB97M-V/def2-TZVPD" gap_ev="6.98 / 6.97" charge=0 e_lumo_ha="-0.0308 / -0.0309" homo_ev="-7.8 / -7.8"
N -0.606 -0.411 -1.620 -0.903
H 1.310 -1.291 2.467 0.252
H -1.382 2.119 -2.371 0.440
C 0.320 -1.329 1.909 -1.479
C -0.046 -0.629 0.668 0.465
C -1.132 2.875 0.905 -0.644
C 0.262 -1.152 -0.769 1.624
H -0.894 1.236 2.433 0.195
H 0.377 -2.333 1.466 0.345
H 0.983 -2.996 -0.153 0.566
C 0.253 -2.673 -0.867 -1.977
H 0.542 -3.007 -1.885 0.322
C -1.275 1.996 -1.337 -0.700
H 1.934 -0.920 -2.045 0.502
C -1.291 3.058 -0.484 -0.581
H -1.316 3.545 1.666 0.469
Cl 2.985 -1.532 -0.040 -0.137
C -0.646 0.566 0.467 0.639
H -0.347 -1.132 2.793 0.414
C -0.846 0.714 -0.985 -0.107
Cl 2.044 1.187 -1.022 -0.160
C -0.843 1.593 1.364 -0.375
H -1.445 4.071 -0.805 0.414
C 1.775 -0.653 -0.996 -0.098
H -0.716 -2.903 -0.758 0.514

---

2.
28
Properties=species:S:1:pos:R:3:mulliken_charge:R:1 method="wB97M-V/def2-TZVPD" gap_ev=9.33 charge=+1 e_lumo_ha=-0.1238 homo_ev=-12.7
N 0.873 0.306 -1.244 0.122
H 2.725 1.061 -0.491 0.313
H -3.097 0.896 1.718 0.350
C -0.452 1.773 0.032 0.397
H -0.186 -1.566 -1.608 0.434
H 1.331 2.631 1.005 0.341
H 1.463 -1.695 -1.183 0.473
H -1.173 0.375 -1.578 0.227
C 1.734 0.834 -0.128 -0.186
H -3.152 -1.268 1.138 0.343
H 1.447 0.338 -2.074 0.430
N -1.421 1.646 0.825 -0.574
C 1.177 -1.281 1.547 -0.827
C -2.619 0.834 0.742 -0.480
C 2.159 -0.163 1.005 -0.704
H -3.304 1.238 -0.008 0.317
N 0.931 1.963 0.288 -0.203
H 1.832 -2.212 1.518 0.292
C 0.047 -1.277 0.635 0.735
C 0.583 -1.114 -0.816 -1.050
C -0.296 1.147 -1.352 -0.508
H 2.427 0.570 1.820 0.314
H -0.315 1.976 -2.178 0.376
C -2.299 -0.731 0.514 -0.669
H -2.532 -0.956 -0.547 0.343
N -1.082 -1.166 1.066 -0.401
H 3.108 -0.726 0.675 0.387
H 0.987 -1.178 2.575 0.409

---

3.
14
Properties=species:S:1:pos:R:3:mulliken_charge:R:1 method="wB97M-V/def2-TZVPD" gap_ev=11.21 charge=+1 e_lumo_ha=-0.1318 homo_ev=-14.8
N -1.060 -0.268 1.279 -0.167
H -0.205 1.828 -1.459 0.229
H -2.014 -0.007 1.037 0.376
O 0.982 0.320 -0.671 -0.550
H 1.435 2.314 -1.075 0.281
H 1.132 1.304 -2.516 0.313
H 1.792 -0.105 -0.987 0.314
H -1.311 -2.376 1.304 0.365
C -0.678 -1.625 0.853 -0.799
H -0.465 0.364 0.791 0.186
H -0.735 -1.735 -0.223 0.329
H -0.860 -0.116 2.261 0.376
H 0.335 -1.889 1.109 0.333
C 0.834 1.504 -1.496 -0.585

---

4.
19
Properties=species:S:1:pos:R:3:mulliken_charge:R:1 method="wB97M-V/def2-TZVPD" gap_ev=2.84 charge=+2 e_lumo_ha=-0.5112 homo_ev=-16.8
O -1.630 0.698 -1.944 -0.557
H -2.731 3.354 -2.521 0.180
O 2.198 -2.108 -1.432 -0.443
C -2.009 1.827 -1.867 0.625
H 2.809 -2.833 -1.671 0.364
N -1.952 2.666 -0.896 -0.326
H 2.429 -1.801 0.577 0.181
H 3.139 -1.333 2.153 0.199
N 2.357 -1.467 1.528 -0.209
H -1.474 2.419 -0.041 0.201
N 1.336 -1.289 3.404 -0.381
H 0.410 -1.356 3.801 0.281
H -2.150 3.641 -1.069 0.193
H 2.154 -1.594 3.912 0.263
N -2.655 2.381 -2.781 -0.246
Al -0.740 -2.010 -1.209 1.340
O 0.189 -1.678 1.550 -0.515
H -2.897 1.961 -3.667 0.218
C 1.217 -1.477 2.172 0.633

---

5.
95
Properties=species:S:1:pos:R:3:mulliken_charge:R:1 method="wB97M-V/def2-TZVPD" gap_ev="1.97 / 9.20" charge=-1 multiplicity=2 s_squared=0.750 e_lumo_ha="0.0891 / 0.0872" homo_ev="0.5 / -6.8"
O -3.702 2.762 -4.087 -0.426
H -2.623 -4.922 2.528 0.356
H -1.767 -1.681 0.744 -0.031
H -1.190 0.398 -0.530 0.170
H 7.020 -0.653 -0.206 0.439
H 0.673 -1.134 -4.129 0.188
H 5.521 -1.287 0.432 0.312
H 0.103 -0.684 -0.532 0.259
H -1.888 -0.724 -2.646 0.314
H -5.012 2.087 -2.781 0.418
H 4.700 2.522 3.824 0.337
H 2.262 -1.697 2.420 -0.023
H 3.725 0.773 2.472 -0.267
H -7.705 3.014 -3.698 0.341
C 6.044 -0.364 0.182 -1.099
H -2.019 3.095 2.513 0.306
H 5.857 1.459 -1.026 0.338
H -4.447 0.894 -4.628 0.275
H -7.763 1.276 -3.493 0.350
H 1.849 -2.582 1.263 -0.611
C -2.788 2.924 -2.938 -0.788
C -5.995 1.904 -4.600 0.631
H -2.672 4.116 -0.052 0.181
H 0.855 -0.592 -6.386 0.287
H 3.261 -0.030 -0.339 0.548
H 4.817 -2.467 4.476 0.286
H 3.736 -2.230 5.782 0.333
H -2.573 -1.792 2.222 0.221
O -2.652 3.145 1.793 -0.561
O 1.571 -1.075 -5.967 -0.481
H 1.617 0.181 3.009 0.336
H 3.205 3.174 4.412 0.362
H 3.125 -3.139 4.502 0.391
H 0.002 0.562 -1.855 0.342
N 5.221 -0.263 -2.208 -0.819
N -4.175 -2.963 0.287 -0.765
H -2.978 -0.195 -3.555 0.249
H -5.481 3.673 -3.447 0.356
O 1.273 4.057 1.311 -0.649
H -2.748 2.094 -2.232 0.339
N -5.404 0.572 -4.662 -0.752
C -5.067 2.693 -3.684 -0.952
H -1.177 4.351 0.916 0.189
H -1.517 2.767 0.256 -0.243
H -4.717 -3.807 0.175 0.320
C -3.495 -4.524 2.008 -1.086
C -1.984 3.664 0.663 0.132
C 5.377 0.486 -0.919 0.480
H -4.080 -3.904 2.687 0.413
H 4.631 0.311 -2.794 0.354
C 3.878 0.836 -0.576 -1.429
O 6.294 0.539 1.318 -0.161
N 1.703 1.183 3.107 -0.774
C 3.766 -2.278 4.693 -2.467
H -3.158 3.796 -2.397 0.388
H 6.732 -0.873 2.547 0.322
C -7.491 2.066 -4.192 -1.437
H 4.602 0.181 4.497 0.335
H 6.971 0.800 3.253 0.161
H 0.915 0.680 0.707 -0.015
H 2.195 4.296 1.218 0.299
H -4.794 -2.581 0.988 0.306
H 3.417 3.093 2.694 0.098
H 3.930 1.517 0.274 -0.049
C -5.236 -6.188 2.111 -0.849
H -1.782 3.200 -3.253 0.329
H -1.144 -2.735 1.873 0.441
H -6.089 -5.521 2.232 0.335
H -2.509 -4.168 0.187 0.248
O 0.554 1.236 0.012 -0.213
H 3.085 0.266 5.369 0.337
H 2.441 -1.447 -4.174 0.263
C 3.520 0.144 4.377 -1.574
O -2.038 -0.130 -3.382 -0.555
O 3.291 -1.178 3.938 0.501
H -5.924 2.326 -5.603 0.313
H 1.641 1.644 2.211 0.058
H 3.372 1.476 -1.300 0.548
H 1.098 3.484 0.564 0.302
H -8.056 1.935 -5.115 0.340
C 3.630 2.558 3.620 -1.303
C 3.131 1.135 3.311 1.998
H 4.640 -1.060 -1.992 0.333
C -3.032 -3.528 0.898 0.789
H -4.958 -6.237 3.164 0.336
H 8.111 0.040 2.002 0.364
O 1.771 -1.689 1.598 1.460
C -0.134 0.347 -0.796 -0.770
O -4.294 -5.510 1.320 -0.224
C 1.619 -0.874 -4.603 -0.507
C -2.107 -2.424 1.466 -1.298
H -5.647 -7.147 1.796 0.274
H -5.620 0.269 -5.601 0.241
H 1.781 0.141 -4.238 0.189
C 7.099 0.142 2.394 -0.883

---

6.
90
Properties=species:S:1:pos:R:3:mulliken_charge:R:1 method="wB97M-V/def2-TZVPD" gap_ev=6.54 charge=-1 e_lumo_ha=0.0830 homo_ev=-4.3
B 0.222 -1.899 3.640 0.738
C 0.311 0.712 -2.545 -0.490
H 2.857 2.105 6.039 0.320
C 2.955 0.227 -4.176 -0.313
H -2.924 -1.724 -4.874 0.344
Br -1.670 0.371 3.946 -0.611
H -4.173 2.512 -4.152 0.290
H 3.309 2.188 2.971 0.364
O -3.483 0.063 -3.981 -0.252
H 1.182 -3.163 2.513 0.197
C -3.051 0.908 -5.026 0.122
H 3.092 -1.611 2.787 0.078
H 2.120 0.586 6.518 0.027
H 3.944 1.614 1.414 0.432
H -3.044 0.360 -5.979 0.362
H 4.801 0.754 3.610 0.374
H 6.350 -1.142 4.383 0.478
C -6.976 2.123 -4.216 -0.631
H 2.681 -0.524 -3.431 0.197
N 1.265 2.363 7.343 -0.799
C 1.899 1.619 6.233 0.108
C -2.763 -1.150 -3.953 -0.656
O 1.084 0.426 2.663 -0.379
H 2.328 2.336 1.519 0.458
H -1.412 -3.599 6.079 0.331
H 0.989 -2.357 -7.188 0.227
C 1.846 -1.691 -7.105 -0.799
H 0.192 1.974 -4.249 0.267
C -6.189 1.195 -5.113 -0.386
C -3.964 2.107 -5.145 -0.733
H -2.299 -4.104 4.050 0.363
O -5.168 1.845 -5.853 -0.447
H -1.946 -1.949 5.702 0.329
C -1.098 -2.640 5.652 -1.117
H -3.445 2.869 -5.730 0.406
C -6.871 3.363 -2.232 -0.779
O 2.096 1.351 -4.110 -0.479
H 0.699 -1.981 -0.740 0.322
O -6.268 2.365 -3.019 -0.203
H -6.875 0.790 -5.861 0.384
O 0.627 -0.634 -2.265 -0.267
H -7.948 1.663 -3.985 0.439
H 2.752 -2.241 -7.389 0.308
C 3.047 1.696 2.033 -2.324
H 2.433 -0.185 1.273 0.180
H 0.830 1.384 -1.849 0.456
H 1.152 -0.329 -0.273 0.075
H -0.551 -0.734 -0.548 0.351
C 0.713 1.058 -3.961 -0.494
H 0.038 1.991 5.265 0.580
H -0.772 0.869 -2.423 0.413
H -6.285 3.461 -1.321 0.238
H -0.291 -2.248 6.262 0.311
C 0.473 -0.927 -0.883 -0.532
H -2.029 1.257 -4.825 -0.051
C 5.286 -1.076 4.599 0.311
H 1.717 -0.853 -7.801 0.316
H 3.047 0.394 -6.308 0.342
H 0.576 -0.523 5.704 -0.104
H 0.478 1.825 7.690 0.232
C 4.625 -0.309 3.452 -1.228
C 4.744 -2.473 4.853 -1.303
H -3.124 -1.727 -3.105 0.207
H -6.888 4.327 -2.755 0.307
H -7.901 3.093 -1.965 0.300
P 0.777 -0.131 4.314 -0.246
C 3.023 -0.401 -5.550 -0.719
O 2.446 -0.615 4.445 -0.312
H 0.411 0.257 -4.642 0.313
H -1.291 -3.964 2.612 0.213
H -7.159 3.069 -4.746 0.344
N -0.639 -2.854 4.287 0.140
O 1.910 -1.246 -5.774 -0.195
H -2.362 -2.624 3.070 0.286
H 5.505 -3.102 5.315 0.394
H 3.951 0.606 -3.938 0.393
H -1.688 -0.978 -3.830 0.159
H 4.418 -2.926 3.915 0.281
C 3.147 -0.608 3.233 0.558
H 1.921 2.455 8.110 0.243
H 1.399 2.284 4.217 0.237
H 5.151 -0.603 2.536 0.296
C 2.404 0.327 2.247 0.756
H -5.784 0.367 -4.526 0.219
Cl 5.226 -0.129 6.134 -0.237
H 3.951 -0.986 -5.635 0.443
C 1.023 1.617 4.989 -0.930
H 3.879 -2.432 5.510 0.266
O 0.727 -2.324 2.397 -0.430
C -1.703 -3.410 3.453 -0.980

---

7.
13
Properties=species:S:1:pos:R:3:mulliken_charge:R:1 method="wB97M-V/def2-TZVPD" gap_ev=9.73 charge=+1 e_lumo_ha=-0.1424 homo_ev=-13.6
H -2.014 -2.007 0.334 0.211
H 0.453 2.495 -0.205 0.275
H 1.203 1.827 1.105 0.215
N -1.115 -1.604 -0.086 -0.331
H 1.583 0.731 -1.566 0.230
H -3.182 -0.093 0.629 0.141
N 1.028 1.750 0.124 -0.228
H 1.904 -0.510 0.848 0.342
C -0.890 -0.359 -0.275 0.333
O 1.777 -0.568 -0.109 -0.365
H -0.299 -2.166 -0.228 0.263
S -2.155 0.747 -0.064 -0.229
C 1.218 0.594 -0.501 0.141

---

8.
22
Properties=species:S:1:pos:R:3:mulliken_charge:R:1 method="wB97M-V/def2-TZVPD" gap_ev="6.96 / 6.96" charge=0 e_lumo_ha="-0.0089 / -0.0089" homo_ev="-7.2 / -7.2"
H -1.509 -0.173 1.345 0.409
H -2.670 -1.897 -0.220 0.407
H -0.294 1.955 1.331 0.375
H 1.318 -1.525 0.843 0.441
H 0.064 2.612 -0.261 0.437
H -1.388 1.638 -0.032 0.334
C 1.058 -0.517 1.130 -0.932
C 0.512 0.556 -0.105 1.456
H 0.958 -0.881 -1.647 0.346
C -1.060 -0.950 0.740 -0.421
O 2.987 0.206 -0.198 -0.786
H 1.348 0.767 -2.012 0.421
H 2.038 1.399 1.200 0.328
C -0.338 1.738 0.261 -1.599
C 1.988 0.524 0.528 -0.110
H 0.700 -0.354 2.137 0.346
H -0.356 0.251 -2.074 0.425
H -0.800 -1.820 1.329 0.422
C 0.587 0.138 -1.541 -1.744
H -2.151 -0.437 -1.062 0.248
H -1.199 -1.928 -1.181 0.292
C -1.792 -1.303 -0.512 -1.097